Molecular formula: CH25CdO15
Method: DFT, ωB97M-V/def2-TZVPD

- Molar mass: 389.6 g/mol
- Lowest unoccupied orbital energy: -7.049 eV
- Net charge: +1
- Calculated total energy: -36712.059 eV
- Gap between HOMO and LUMO: 5.55 eV

Last column: natural (NBO) charge in e.
Cartesian coordinates (Å):
Cd1 28.13700 11.53200 -4.58200  1.762
C1 27.12700 10.42700 -6.69600  0.986
O1 27.45200 11.63800 -6.70000  -0.854
O2 26.55400 9.89800 -7.85400  -0.697
O3 27.20400 9.79900 -5.60600  -0.828
H1 26.36200 10.49600 -8.54500  0.536
O4 27.57200 11.57100 -10.13500  -0.943
H2 28.24800 11.17900 -9.54900  0.465
H3 27.68800 11.04900 -10.89800  0.491
O5 25.07900 12.32500 -9.26400  -0.963
H4 25.88900 12.41500 -9.70600  0.495
H5 25.21500 12.48700 -8.35300  0.482
O6 26.69300 7.75300 -3.40500  -0.944
H6 25.88800 7.19400 -3.32200  0.496
H7 26.22400 8.54700 -3.64400  0.467
O7 25.31600 7.81500 -5.93100  -0.998
H8 24.95400 8.02900 -6.79300  0.499
H9 26.20600 8.27400 -5.96100  0.459
O8 23.66300 10.15600 -10.28900  -0.967
H10 24.07900 10.90300 -9.82300  0.499
H11 24.34200 9.56500 -10.67000  0.450
O9 27.76800 8.52000 -10.22000  -0.953
H12 28.41000 7.98700 -10.68500  0.479
H13 27.83000 8.14400 -9.33800  0.476
O10 29.65200 13.46900 -8.13700  -0.904
H14 29.63900 13.36000 -7.18700  0.450
H15 29.76900 12.60100 -8.54000  0.458
O11 27.88500 6.63900 -5.64000  -0.966
H16 27.50900 6.93500 -4.83900  0.486
H17 27.29600 6.88100 -6.33900  0.464
O12 25.32800 13.85800 -7.11500  -0.953
H18 24.91500 14.67400 -6.71800  0.497
H19 25.93400 13.45600 -6.55700  0.468
O13 26.53600 13.36300 -4.52000  -1.028
H20 25.60500 13.25100 -4.64900  0.530
H21 26.78800 14.17000 -3.93200  0.537
O14 30.17300 10.67900 -5.75200  -0.978
H22 30.17600 9.73100 -5.65900  0.515
H23 30.17900 10.79800 -6.69300  0.502
O15 24.38200 7.72600 -8.38800  -0.971
H24 24.73400 7.98800 -9.23400  0.494
H25 23.92700 6.85300 -8.35000  0.504

---

Molecular formula: CH25LiO12
Method: DFT, ωB97M-V/def2-TZVPD

- Relative energy (zero: lowest compared OMol25 entry of this formula, charge and spin): 148.84 kJ/mol
- Molar mass: 236.1 g/mol
- Lowest unoccupied orbital energy: -1.087 eV
- Calculated total energy: -26215.102 eV
- Gap between HOMO and LUMO: 8.41 eV

Last column: natural (NBO) charge in e.
Cartesian coordinates (Å):
Li1 2.26482 -1.56190 0.90326  0.952
C1 0.38982 -0.23990 -0.15474  -0.273
O1 0.86082 -0.26190 1.24626  -1.068
H1 0.88782 0.48510 -0.42474  0.172
H2 -0.69518 -0.26390 -0.37074  0.165
H3 0.97282 -0.92190 -0.63474  0.117
O2 3.19882 2.93910 -0.21174  -0.995
H4 2.58082 2.62110 0.52026  0.486
H5 2.72382 2.41610 -0.97674  0.462
O3 2.84382 -2.90790 -0.57174  -0.971
H6 3.69682 -3.38690 -0.56774  0.493
H7 2.35282 -3.70990 -0.66274  0.493
O4 -0.00718 -2.32590 4.29726  -0.954
H8 -0.36018 -2.02590 3.34226  0.478
H9 0.57182 -1.63290 4.33526  0.448
O5 1.57582 2.35010 1.85426  -0.993
H10 0.77182 2.84510 1.93926  0.481
H11 1.37082 1.38010 1.65726  0.515
O6 -1.24918 3.31010 -0.81174  -0.965
H12 -1.87418 2.63310 -0.74674  0.464
H13 -0.31118 2.83610 -1.09074  0.485
O7 -3.23418 1.01410 1.83426  -0.966
H14 -2.61818 0.28010 1.82026  0.482
H15 -2.67118 1.70210 2.02926  0.455
O8 1.40082 2.84810 -2.25374  -0.962
H16 0.88382 3.77810 -2.58174  0.502
H17 0.79082 2.22110 -2.62374  0.480
O9 -0.40718 0.48910 -3.50374  -0.955
H18 -0.72818 -0.32790 -2.95674  0.488
H19 0.55282 0.06810 -3.49174  0.461
O10 -1.47718 -0.94890 2.31526  -0.977
H20 -1.82218 -1.65990 1.87126  0.475
H21 -0.61518 -0.74790 1.88726  0.509
O11 -2.18418 -1.37290 -2.15974  -0.933
H22 -2.77918 -0.69990 -2.01174  0.481
H23 -2.82118 -1.91890 -2.46774  0.472
O12 -1.31718 -3.08890 0.10226  -0.959
H24 -1.44818 -2.46690 -0.58074  0.482
H25 -2.07118 -3.74590 -0.09874  0.472

---

Molecular formula: CH25LiO12
Method: DFT, ωB97M-V/def2-TZVPD

- Relative energy (zero: lowest compared OMol25 entry of this formula, charge and spin): 6.00 kJ/mol
- Molar mass: 236.1 g/mol
- Lowest unoccupied orbital energy: -0.365 eV
- Calculated total energy: -26216.582 eV
- Gap between HOMO and LUMO: 8.84 eV

Last column: natural (NBO) charge in e.
Cartesian coordinates (Å):
Li1 -1.55694 -1.51035 1.31110  0.932
C1 -0.01528 0.08383 0.03609  -0.183
O1 0.33949 -0.75643 1.11845  -1.055
H1 -1.19157 -0.26810 0.09160  0.056
H2 0.41724 -0.24713 -1.02345  0.136
H3 0.08213 1.12345 0.10090  0.190
O2 2.75489 1.85418 -0.67810  -0.986
H4 2.54891 1.65339 0.24045  0.485
H5 1.98826 2.08188 -1.13361  0.470
O3 0.25625 3.50988 2.39811  -0.955
H6 1.02958 3.02502 1.92611  0.499
H7 0.57145 4.28291 2.66538  0.452
O4 -2.21934 -2.37047 -0.59968  -0.989
H8 -2.34601 -3.32350 -0.68693  0.481
H9 -2.10709 -2.07910 -1.48695  0.509
O5 -2.05437 1.63717 -2.46754  -0.992
H10 -1.95840 1.84048 -3.37488  0.469
H11 -2.21580 0.63379 -2.32563  0.511
O6 -2.59522 -0.12427 2.60119  -0.987
H12 -1.88490 0.54310 2.75361  0.515
H13 -2.68851 -0.66458 3.42353  0.493
O7 0.45634 -1.94205 3.79099  -0.986
H14 0.38787 -1.46165 2.92014  0.497
H15 1.43219 -1.70955 4.15637  0.478
O8 -2.03575 -0.96648 -2.98418  -0.970
H16 -1.05861 -0.84137 -2.86563  0.517
H17 -2.13745 -1.02885 -3.84920  0.475
O9 0.36806 -1.93958 -2.90686  -0.951
H18 0.13893 -2.76468 -2.82694  0.466
H19 1.03792 -1.69072 -2.22517  0.515
O10 2.30621 -2.32374 0.33911  -1.040
H20 3.15671 -2.23985 0.79877  0.461
H21 1.50370 -1.85572 0.91174  0.514
O11 0.45049 2.62437 -1.75434  -0.976
H22 -0.42567 2.36199 -1.94763  0.505
H23 1.06200 2.51336 -2.55671  0.473
O12 1.99716 1.28345 2.07339  -1.013
H24 2.69140 0.60411 2.42857  0.473
H25 1.51375 0.45177 1.60782  0.511

---

Molecular formula: CH25NO13
Method: DFT, ωB97M-V/def2-TZVPD

- Relative energy (zero: lowest compared OMol25 entry of this formula, charge and spin): 436.81 kJ/mol
- Molar mass: 259.2 g/mol
- Lowest unoccupied orbital energy: -0.149 eV
- Calculated total energy: -29548.305 eV
- Gap between HOMO and LUMO: 8.94 eV

Last column: natural (NBO) charge in e.
Cartesian coordinates (Å):
N1 21.47700 12.34100 33.80400  -0.860
H1 20.62400 12.02000 33.45000  0.457
H2 22.22000 11.79600 33.21400  0.437
H3 21.57000 12.02300 34.86500  0.496
H4 21.71700 13.21600 33.59000  0.438
C1 19.96700 13.03200 30.85700  0.984
O1 21.09700 13.53600 31.04900  -0.824
O2 19.63700 12.62600 29.66500  -0.724
O3 19.09600 12.92300 31.71200  -0.845
H5 20.16400 12.77600 28.86500  0.504
O4 22.77700 9.00700 33.63300  -0.960
H6 23.27800 9.22900 32.89400  0.485
H7 23.12800 8.00600 33.81300  0.503
O5 19.14900 10.47000 32.71700  -1.013
H8 18.77100 11.20900 32.20400  0.512
H9 18.56400 9.66800 32.58200  0.479
O6 17.33300 12.56400 34.43600  -0.906
H10 17.81000 12.88400 33.79100  0.451
H11 16.80800 11.94900 33.82200  0.455
O7 22.96300 15.49100 32.14700  -0.914
H12 23.53000 15.22500 31.33000  0.467
H13 23.58600 15.52200 32.82200  0.451
O8 23.83200 12.55700 31.30400  -0.997
H14 23.05400 13.07200 30.78200  0.524
H15 24.22100 13.26400 31.90100  0.461
O9 20.70700 9.49400 35.30100  -0.970
H16 21.45800 9.16600 34.68900  0.485
H17 20.04300 9.66100 34.74000  0.465
O10 25.29000 10.27400 34.39500  -0.968
H18 25.34800 10.33800 35.37600  0.482
H19 24.39800 10.49100 34.00200  0.483
O11 20.41200 13.77900 36.16600  -0.994
H20 19.40800 13.74500 36.61100  0.481
H21 20.10500 14.28700 35.35300  0.495
O12 19.36500 14.60700 33.69100  -1.005
H22 19.18800 15.46500 33.69800  0.464
H23 18.93900 14.12900 32.89700  0.518
O13 23.45800 13.12300 36.20500  -0.956
H24 23.36500 13.98200 36.16400  0.474
H25 24.20200 12.73900 36.64500  0.485

---

Molecular formula: CH25O12
Method: DFT, ωB97M-V/def2-TZVPD

- Relative energy (zero: lowest compared OMol25 entry of this formula, charge and spin): 10.37 kJ/mol
- Molar mass: 229.2 g/mol
- Lowest unoccupied orbital energy: 2.730 eV
- Net charge: -1
- Calculated total energy: -26015.399 eV
- Gap between HOMO and LUMO: 8.90 eV

Last column: natural (NBO) charge in e.
Cartesian coordinates (Å):
C1 8.32297 7.00402 7.36970  -0.264
O1 7.16799 6.34658 6.94912  -1.046
H1 8.27551 8.10316 7.13061  0.133
H2 8.51564 6.89773 8.45280  0.153
H3 9.25126 6.62957 6.87470  0.129
O2 6.72534 4.32516 8.75024  -0.990
H4 6.63877 5.18264 8.24946  0.503
H5 7.49374 4.47345 9.31752  0.456
O3 5.93889 7.91539 9.23885  -0.987
H6 6.45858 7.54213 8.48440  0.505
H7 5.50996 8.68352 8.83304  0.480
O4 7.91060 7.48962 11.23583  -0.972
H8 8.44394 6.74041 10.97657  0.463
H9 7.12742 7.49423 10.65740  0.497
O5 4.21798 6.34394 7.31620  -0.963
H10 4.60157 6.33817 8.20560  0.472
H11 4.99286 6.47889 6.76837  0.487
O6 11.43046 7.02492 4.08301  -0.985
H12 11.35809 7.98166 3.96413  0.469
H13 10.52027 6.70768 4.27192  0.503
O7 6.22290 4.15281 5.29807  -0.971
H14 6.47108 4.88986 5.87854  0.496
H15 6.47483 3.37316 5.79261  0.462
O8 6.28712 7.57902 4.53314  -0.993
H16 6.75511 7.26560 5.37865  0.504
H17 6.32224 8.53778 4.50612  0.456
O9 8.81027 5.69168 4.37580  -0.984
H18 8.26534 5.57517 3.60311  0.486
H19 8.20793 5.65398 5.12580  0.498
O10 10.02514 4.07217 8.15714  -0.971
H20 9.52929 4.60398 7.51459  0.492
H21 9.67253 3.18267 8.01125  0.482
O11 10.54417 9.65619 5.48400  -0.950
H22 11.21664 9.15601 5.95748  0.476
H23 9.78507 9.06979 5.53654  0.476
O12 11.42122 6.33704 9.49677  -0.954
H24 12.05921 5.94612 10.10114  0.460
H25 11.15306 5.62931 8.91188  0.491

---

Molecular formula: CH25O12
Method: DFT, ωB97M-V/def2-TZVPD

- Relative energy (zero: lowest compared OMol25 entry of this formula, charge and spin): 257.49 kJ/mol
- Molar mass: 229.2 g/mol
- Lowest unoccupied orbital energy: 2.529 eV
- Net charge: -1
- Calculated total energy: -26012.838 eV
- Gap between HOMO and LUMO: 8.05 eV

Last column: natural (NBO) charge in e.
Cartesian coordinates (Å):
C1 8.87782 -5.03967 48.92482  -0.280
O1 9.66495 -6.20283 49.29197  -1.053
H1 9.45891 -4.57105 48.12259  0.160
H2 8.96924 -4.30264 49.66941  0.127
H3 7.92365 -5.36561 48.59295  0.173
O2 6.46213 -3.32307 50.80902  -0.972
H4 6.83554 -4.06353 51.29715  0.490
H5 5.55086 -3.69505 50.30591  0.508
O3 5.35168 -6.73808 49.16862  -1.028
H6 5.41564 -6.72239 48.18500  0.481
H7 6.17578 -7.17895 49.49529  0.511
O4 7.82327 -7.97363 49.57258  -1.045
H8 8.52369 -7.25896 49.68824  0.513
H9 8.25626 -8.85240 49.64767  0.481
O5 9.58398 -7.58689 46.75658  -0.928
H10 9.05242 -7.06638 46.15658  0.430
H11 9.43769 -7.13063 47.51575  0.489
O6 11.78393 -2.81401 49.60954  -1.040
H12 12.02748 -3.47341 48.91748  0.507
H13 10.95630 -3.01799 50.23226  0.499
O7 12.10131 -5.31270 48.35292  -0.964
H14 11.23636 -5.53233 48.61223  0.502
H15 12.57788 -5.53484 49.11004  0.461
O8 7.11110 -2.45188 48.35112  -0.957
H16 6.97339 -2.84696 49.19891  0.501
H17 7.93269 -2.00512 48.41316  0.485
O9 10.38781 -4.51966 51.55943  -0.945
H18 9.87668 -4.98259 50.95732  0.494
H19 9.79446 -4.13790 52.20285  0.455
O10 6.12278 -6.34573 46.63442  -0.933
H20 6.94030 -6.45923 46.02007  0.496
H21 5.47882 -6.67322 46.03421  0.476
O11 10.30878 -7.91477 51.25694  -0.981
H22 10.30897 -7.27525 50.60274  0.503
H23 9.95797 -7.58044 52.17413  0.463
O12 6.30494 -3.74746 46.17842  -1.048
H24 6.15042 -4.60924 46.64200  0.473
H25 6.45150 -3.08925 47.04630  0.497